[1]
A 4-piece molecular cluster, C31H51N6OS overall at a distorted geometry, computed with ωB97M-V/def2-TZVPD.

Calculated values
highest occupied orbital energy: -11.255 eV
total charge: +1
gap between HOMO and LUMO: 9.0 eV

The geometry in XYZ format:
```
90
Properties=species:S:1:pos:R:3:forces:R:3
C 4.458 -3.547 1.302 0.57 -0.18 -0.35
C 4.924 -2.544 0.234 -0.21 -0.10 -0.26
C 3.793 -1.715 -0.453 0.12 0.05 1.05
C 2.399 -1.890 0.160 -0.24 0.56 -0.93
N 1.808 -3.225 -0.193 0.07 0.51 -0.10
N 0.455 -3.061 -0.569 2.74 -0.74 2.05
C -0.478 -2.967 0.415 -1.02 0.06 -1.07
C -1.656 -2.827 -0.255 -0.78 0.29 1.85
C -2.997 -2.668 0.403 0.05 -0.79 -0.08
C -2.889 -1.826 1.687 -0.07 0.97 -0.66
C -2.366 -0.432 1.344 -0.90 -1.55 0.07
C -1.310 0.134 1.986 1.03 -0.76 0.95
C -0.894 1.395 1.667 0.82 0.66 0.36
C -1.553 2.100 0.704 0.35 1.34 -0.16
C -2.599 1.530 0.042 -1.19 0.42 -0.99
C -3.014 0.269 0.355 -0.43 -0.29 -0.18
N -1.358 -2.823 -1.567 -0.67 0.02 -1.46
O -2.265 -2.679 -2.581 0.27 0.51 0.25
C -2.610 -1.256 -2.741 -0.58 1.07 -0.32
C -2.211 -0.661 -4.097 0.74 -0.62 -0.01
C -1.056 0.336 -4.000 -0.39 0.86 -0.17
C -1.393 1.549 -3.077 1.10 -0.73 -0.54
C -0.041 -2.985 -1.777 -0.69 -0.27 -0.98
S 0.905 -3.105 -3.235 0.43 0.52 -0.26
H 3.995 -4.408 0.810 -0.17 0.07 0.31
H 3.787 -3.127 2.052 -0.03 0.00 -0.16
H 5.332 -3.922 1.843 -0.10 0.00 -0.07
H 5.666 -1.866 0.661 -0.19 0.06 -0.04
H 5.446 -3.087 -0.561 0.08 -0.05 0.24
H 3.746 -1.899 -1.534 -0.06 -0.08 0.12
H 4.076 -0.663 -0.333 -0.40 -0.29 -0.10
H 2.364 -1.697 1.234 0.16 -0.40 -0.05
H 1.750 -1.119 -0.281 0.08 -0.08 0.01
H 2.313 -3.582 -1.000 -0.17 -0.13 0.01
H -0.325 -3.012 1.476 0.51 -0.01 -0.09
H -3.718 -2.274 -0.312 0.03 0.09 0.14
H -3.346 -3.676 0.665 -0.07 0.12 -0.11
H -2.266 -2.299 2.449 -0.13 -0.04 -0.04
H -3.896 -1.672 2.086 0.11 -0.38 0.15
H -0.797 -0.427 2.757 -0.05 0.06 0.07
H -0.052 1.863 2.162 0.00 -0.16 0.17
H -1.257 3.112 0.456 -0.09 -0.39 0.17
H -3.153 2.056 -0.728 0.23 0.23 0.08
H -3.854 -0.171 -0.170 -0.08 0.08 0.06
H -3.691 -1.154 -2.606 0.06 -0.50 0.04
H -2.162 -0.646 -1.952 0.13 -0.47 0.13
H -3.046 -0.133 -4.565 -0.10 -0.23 0.18
H -1.941 -1.499 -4.752 -0.15 0.14 -0.06
H -0.861 0.729 -5.004 -0.05 -0.21 0.05
H -0.108 -0.098 -3.671 -0.16 -0.28 0.03
H -0.947 2.443 -3.510 -0.24 0.06 0.12
H -2.463 1.707 -2.933 0.11 -0.02 0.02
H -0.867 1.402 -2.131 -0.51 0.21 0.13
H 0.194 -3.899 -4.068 -0.37 0.04 0.71
C 4.742 2.624 -3.488 -0.04 0.10 0.00
C 5.978 1.792 -3.792 -0.11 0.25 -0.09
C 5.938 0.411 -3.134 0.11 0.21 0.12
C 5.862 0.533 -1.671 0.20 -0.03 0.62
N 5.819 0.633 -0.521 0.13 0.10 -0.90
H 4.650 2.824 -2.420 -0.01 -0.03 0.03
H 4.796 3.586 -3.996 -0.03 -0.03 -0.01
H 3.833 2.118 -3.819 -0.03 0.00 -0.01
H 6.865 2.333 -3.456 0.04 -0.11 -0.01
H 6.070 1.667 -4.872 0.07 -0.11 0.03
H 6.836 -0.152 -3.389 -0.02 -0.09 0.08
H 5.072 -0.156 -3.483 -0.01 -0.01 0.04
C -4.489 -3.275 5.390 0.01 -0.06 0.01
C -3.580 -3.110 6.603 -0.14 -0.17 -0.18
C -3.335 -1.642 6.969 0.12 -0.20 -0.19
C -2.685 -0.935 5.857 0.21 0.46 -0.25
N -2.174 -0.380 4.984 -0.31 -0.46 0.54
H -4.045 -2.836 4.495 -0.01 0.07 0.03
H -4.660 -4.332 5.184 -0.04 0.02 0.02
H -5.459 -2.803 5.559 0.00 0.00 -0.03
H -2.626 -3.603 6.404 0.03 0.05 0.09
H -4.030 -3.616 7.458 0.06 0.08 0.06
H -2.693 -1.574 7.848 0.01 0.10 -0.01
H -4.277 -1.143 7.200 0.02 0.05 -0.02
C -1.723 7.454 -0.400 -0.01 -0.01 0.02
C -1.044 6.680 0.725 -0.22 0.21 -0.08
C 0.126 5.819 0.235 -0.32 -0.03 0.04
C -0.341 4.824 -0.740 0.22 -0.14 -0.56
N -0.708 4.042 -1.504 0.24 0.79 0.37
H -2.164 6.783 -1.139 0.05 -0.01 -0.01
H -2.527 8.073 -0.003 0.03 0.02 -0.01
H -1.013 8.108 -0.910 -0.02 0.00 -0.01
H -1.784 6.046 1.220 0.09 -0.05 0.05
H -0.675 7.384 1.472 0.09 -0.09 0.03
H 0.587 5.296 1.074 0.06 -0.06 -0.05
H 0.888 6.441 -0.236 0.01 -0.06 -0.04
```
Positions in Å, forces in eV/Å.

***

[2]
C31H51NO9 as an isolated structure at a distorted geometry, computed with ωB97M-V/def2-TZVPD.

Calculated values
highest occupied orbital energy: -8.338 eV
gap between HOMO and LUMO: 8.4 eV

The geometry in XYZ format:
```
92
Properties=species:S:1:pos:R:3:forces:R:3
C -6.761 -2.825 -1.007 2.32 2.95 -10.05
H -5.837 -3.180 -1.717 -2.38 0.48 1.37
H -6.851 -3.489 -0.361 -0.97 -5.96 6.03
C -6.402 -1.526 -0.466 -1.00 -4.96 5.44
H -7.271 -1.322 0.014 -2.60 1.99 1.84
C -5.286 -1.706 0.517 -0.60 3.12 0.21
C -4.975 -0.419 1.348 3.36 2.15 -5.56
C -4.285 0.687 0.050 -3.10 2.24 9.32
C -4.502 2.160 0.102 4.85 -5.09 -0.27
C -4.407 2.816 -1.106 -5.45 4.18 -0.03
C -3.524 2.982 -1.966 5.34 -3.04 -5.64
C -2.344 2.036 -1.937 4.17 -6.63 1.15
O -2.210 0.593 -2.265 -1.64 9.50 1.62
C -0.980 2.783 -1.334 -1.20 -4.57 -5.28
C -0.687 3.787 -2.508 3.59 1.19 11.36
H 0.153 4.295 -1.944 -0.25 -0.06 -1.89
H -1.450 4.364 -2.396 -4.64 4.09 -0.59
H -0.538 3.323 -3.285 1.87 -4.25 -8.32
H -1.151 3.268 -0.477 -1.42 2.12 3.19
C 0.154 1.789 -1.085 -2.63 -1.07 -6.62
H 0.154 1.050 -2.138 0.27 2.11 3.04
H 1.001 2.397 -1.065 1.89 0.62 -0.53
C 0.104 1.055 0.157 -3.60 -5.49 -2.77
H -0.999 0.778 0.500 2.07 0.53 -0.85
C 0.676 1.927 1.023 2.85 -3.71 7.82
C 0.565 1.109 2.579 -2.69 0.51 -2.89
O 1.230 1.002 3.531 2.72 0.49 1.64
H -0.403 0.637 2.621 -1.30 -0.66 -0.27
H 1.662 1.914 1.229 3.81 1.01 -1.14
H 0.191 2.678 1.395 -2.87 5.14 1.07
C 0.879 -0.289 -0.072 -0.88 -1.31 0.38
H 1.024 -0.801 0.866 0.87 0.57 0.98
C 0.116 -1.452 -0.772 2.30 -7.01 10.83
C 0.942 -2.858 -0.997 0.67 10.45 -7.58
H 0.461 -3.509 -1.643 -0.54 -0.97 -1.50
H 1.961 -2.236 -1.366 -2.34 -2.80 0.11
H 1.182 -3.213 -0.192 2.37 -4.21 8.97
H -0.180 -1.080 -1.510 -4.18 4.87 -12.20
C -1.248 -1.763 -0.035 8.84 -12.62 2.99
O -1.148 -1.904 1.422 4.14 -4.85 0.47
H -0.480 -2.943 1.597 -3.18 4.84 -0.79
C -2.163 -2.898 -0.445 8.09 -3.94 -7.76
C -3.445 -3.069 0.078 -2.07 -1.15 2.41
O -3.705 -3.985 0.900 -0.52 3.78 -3.01
O -4.209 -1.933 -0.399 1.39 -4.12 3.29
H -2.032 -2.819 -1.749 -1.43 0.08 3.48
H -1.422 -4.030 -0.515 -2.49 3.24 1.11
H -1.738 -1.070 -0.070 -9.53 14.13 -1.08
O 2.147 -0.093 -0.780 -1.90 -0.23 2.08
C 3.124 -0.376 0.110 6.91 -0.29 -3.81
O 3.510 0.691 0.880 -1.44 1.89 2.39
C 4.652 0.539 1.697 0.65 -3.02 1.06
C 4.823 1.730 2.620 -3.78 -14.27 11.40
H 3.762 1.602 3.363 2.54 0.97 -2.43
H 4.856 2.533 2.287 0.52 13.08 -5.90
H 5.501 1.665 3.630 -0.79 -0.37 -3.13
C 5.859 0.372 0.803 3.44 11.02 6.81
H 6.687 0.316 1.552 0.04 0.80 0.10
H 5.994 1.465 0.338 -0.19 -2.69 0.05
C 5.890 -0.761 0.196 -3.72 -6.62 -11.38
N 6.911 -1.062 -1.106 -0.93 -0.74 5.51
C 7.371 0.171 -1.642 -3.81 -1.96 -6.55
H 8.000 -0.149 -2.623 -1.32 1.01 2.07
H 6.330 0.698 -2.042 3.18 -0.78 0.90
H 7.937 0.746 -1.065 2.33 2.73 2.67
C 7.992 -1.781 -0.380 -3.66 -0.52 1.91
H 8.496 -1.217 0.397 -0.28 0.50 0.67
H 8.717 -1.856 -1.074 2.70 -1.77 -2.40
H 7.447 -2.700 0.120 1.86 1.35 -1.38
H 5.693 -1.601 0.903 0.50 0.06 -1.24
C 4.498 -0.491 -0.789 -1.06 -2.66 -3.09
O 4.304 -1.793 -1.576 -3.44 2.82 3.20
H 5.024 -2.007 -2.082 3.23 -0.32 -1.64
H 4.468 0.517 -1.717 0.41 -2.95 3.32
H 4.608 -0.597 2.286 -0.32 3.19 -0.97
H 3.262 -1.352 0.571 -1.55 -0.30 0.77
H -3.599 3.401 -2.975 -0.47 0.54 0.63
H -5.290 3.500 -1.323 0.62 -0.97 0.63
C -5.042 2.869 1.112 -8.86 -2.81 8.97
H -5.053 2.253 2.352 0.65 1.61 -3.90
H -5.055 3.842 1.454 1.07 2.35 -0.54
H -6.231 2.625 1.047 1.98 1.04 -0.10
O -3.279 1.481 0.764 -0.21 -0.10 -3.75
H -4.043 0.110 -0.692 1.69 -2.16 -4.72
C -3.738 -0.423 2.235 -4.56 -6.58 2.45
H -4.499 -1.010 3.065 2.57 0.93 -0.76
H -3.610 0.494 2.748 1.29 0.55 -0.01
H -3.052 -1.364 1.967 -0.64 3.16 0.79
H -5.849 0.020 1.739 -0.99 0.47 0.61
H -5.543 -2.433 1.246 0.47 -1.54 0.18
H -6.110 -0.877 -1.073 1.89 5.61 -5.55
H -7.694 -2.802 -1.650 1.09 0.01 0.59
```
Positions in Å, forces in eV/Å.